{"formula": "H19O10", "method": "ωB97M-V with the def2-TZVPD basis set", "elements": ["O", "H", "O", "H", "H", "O", "H", "H", "O", "H", "H", "O", "H", "H", "O", "H", "H", "O", "H", "H", "O", "H", "H", "O", "H", "H", "O", "H", "H"], "coordinates": [[0.414, -0.231, -0.096], [0.148, -0.457, 0.842], [-1.715, -2.338, 2.534], [-1.915, -2.160, 3.577], [-1.743, -1.384, 2.367], [-0.922, 2.785, -0.339], [-0.022, 2.673, 0.060], [-0.672, 3.373, -1.135], [-0.125, -2.868, -0.098], [-0.337, -3.106, 0.727], [0.058, -1.932, -0.119], [2.359, -0.979, 1.818], [1.866, -0.591, 1.240], [1.920, -0.757, 2.691], [-1.912, -0.261, -1.278], [-1.797, -0.052, -2.267], [-1.140, -0.369, -0.761], [1.755, 2.013, -0.047], [1.343, 1.132, -0.225], [2.514, 2.017, 0.712], [0.086, 1.604, -2.909], [0.664, 0.900, -2.816], [-0.161, 1.909, -1.954], [-1.677, 0.363, 1.768], [-1.151, 0.535, 0.864], [-2.533, 0.684, 1.669], [1.474, -0.657, -2.462], [1.213, -0.548, -1.610], [2.018, -1.311, -2.740]], "e_above_lowest_kcal_mol": 67.5, "multiplicity": 1, "homo_lumo_gap_ev": 9.41, "charge": -1, "largest_force_ev_per_a": 9.569, "lumo_ha": 0.1126}

{"formula": "H19O10", "method": "ωB97M-V with the def2-TZVPD basis set", "elements": ["O", "H", "H", "O", "H", "H", "O", "H", "H", "O", "H", "H", "O", "H", "H", "O", "H", "H", "O", "H", "H", "O", "H", "H", "O", "H", "O", "H", "H"], "coordinates": [[0.214, 0.599, 3.880], [0.568, 0.028, 3.194], [-2.004, 0.136, -0.465], [3.516, -0.801, -0.413], [4.380, -1.033, -0.755], [-0.038, -2.240, -2.960], [0.973, 0.400, -2.602], [3.172, -0.098, -0.973], [0.352, 0.679, -1.886], [-0.993, 3.007, -0.957], [1.734, -1.751, -0.608], [-0.080, 1.330, 3.315], [0.880, -2.037, -0.269], [1.602, 2.643, 2.180], [-1.912, 3.258, -1.249], [-1.577, 0.944, 2.259], [-2.130, 0.181, 2.452], [-1.247, 0.600, 1.221], [-3.646, -2.186, -0.345], [-3.279, -1.319, -0.500], [-3.181, -2.789, 0.226], [1.986, 3.027, 1.376], [1.239, 2.845, 0.780], [0.367, -1.265, -0.014], [-1.151, 0.181, -0.030], [0.188, -0.050, -2.968], [-0.050, -3.175, -2.702], [-1.451, 2.144, -0.720], [0.284, -3.104, -1.806]], "e_above_lowest_kcal_mol": 49.5, "multiplicity": 1, "homo_lumo_gap_ev": 8.59, "charge": -1, "largest_force_ev_per_a": 3.651, "lumo_ha": 0.1073}

{"formula": "H2", "method": "ωB97M-V with the def2-TZVPD basis set", "elements": ["H", "H"], "coordinates": [[-0.007, 0.115, 0.549], [0.007, -0.115, -0.549]], "e_above_lowest_kcal_mol": 6.9, "multiplicity": 2, "homo_lumo_gap_ev": [8.39, 12.29], "charge": -1, "largest_force_ev_per_a": 1.264, "lumo_ha": [0.3861, 0.2936]}

{"formula": "H2", "method": "ωB97M-V with the def2-TZVPD basis set", "elements": ["H", "H"], "coordinates": [[-0.293, 0.318, 0.242], [0.293, -0.318, -0.242]], "e_above_lowest_kcal_mol": 16.5, "multiplicity": 1, "homo_lumo_gap_ev": 15.00, "largest_force_ev_per_a": 4.497, "lumo_ha": 0.0670}

{"formula": "H20NO13", "method": "ωB97M-V with the def2-TZVPD basis set", "elements": ["N", "O", "O", "O", "O", "H", "H", "O", "H", "H", "O", "H", "H", "O", "H", "H", "O", "H", "H", "O", "H", "H", "O", "H", "H", "O", "H", "H", "O", "H", "H", "O", "H", "H"], "coordinates": [[-3.822, -25.849, 24.177], [-4.214, -26.979, 24.710], [-2.721, -25.397, 24.441], [-4.266, -25.562, 23.011], [-0.459, -26.246, 24.857], [0.184, -25.512, 24.618], [-1.318, -25.886, 24.872], [-1.476, -23.560, 26.697], [-1.762, -24.469, 26.732], [-1.988, -23.394, 25.842], [-4.506, -27.304, 20.843], [-4.666, -26.716, 21.511], [-3.652, -27.643, 21.102], [-3.206, -26.469, 27.663], [-3.843, -27.171, 27.591], [-3.052, -26.436, 28.623], [-6.964, -26.162, 22.855], [-7.130, -26.215, 21.849], [-6.157, -25.724, 23.008], [-0.623, -26.551, 21.975], [-0.657, -26.651, 22.957], [-1.138, -27.165, 21.605], [-6.420, -27.569, 26.210], [-5.699, -27.293, 25.646], [-6.101, -27.696, 27.234], [-2.240, -23.565, 22.177], [-1.582, -23.918, 21.544], [-2.527, -24.340, 22.705], [-2.884, -29.583, 25.040], [-3.182, -28.705, 25.100], [-3.582, -30.098, 25.031], [-2.400, -22.108, 24.583], [-2.566, -22.755, 23.965], [-3.111, -22.279, 25.061]], "e_above_lowest_kcal_mol": 87.8, "multiplicity": 1, "homo_lumo_gap_ev": 10.10, "charge": -1, "largest_force_ev_per_a": 6.840, "lumo_ha": 0.0965}

{"formula": "H20NeO10", "method": "ωB97M-V with the def2-TZVPD basis set", "elements": ["Ne", "O", "H", "H", "O", "H", "H", "O", "H", "H", "O", "H", "H", "O", "H", "H", "O", "H", "H", "O", "H", "H", "O", "H", "H", "O", "H", "H", "O", "H", "H"], "coordinates": [[0.416, 0.197, 0.480], [0.743, -2.811, -1.968], [0.390, -3.581, -2.413], [0.174, -2.092, -2.246], [0.263, -2.628, 0.802], [0.468, -2.643, -0.133], [-0.415, -1.957, 0.888], [2.597, 1.533, -2.843], [2.926, 0.941, -2.168], [1.826, 1.941, -2.450], [0.402, 2.432, -1.356], [1.215, 2.488, -0.854], [0.324, 3.285, -1.783], [-2.097, -1.474, 1.447], [-2.242, -1.651, 2.376], [-2.798, -1.950, 1.000], [-2.263, 1.415, -1.048], [-1.438, 1.898, -1.022], [-2.515, 1.320, -0.130], [2.596, -0.955, 2.232], [1.934, -1.256, 1.610], [2.119, -0.839, 3.054], [-1.029, -0.644, -2.557], [-0.989, -0.613, -3.512], [-1.411, 0.197, -2.305], [2.970, 1.922, 3.175], [3.040, 1.143, 2.625], [2.297, 1.702, 3.819], [-2.961, 1.195, 1.625], [-3.793, 1.220, 2.096], [-2.749, 0.264, 1.561]], "e_above_lowest_kcal_mol": 9.5, "multiplicity": 1, "homo_lumo_gap_ev": 10.68, "largest_force_ev_per_a": 0.940, "lumo_ha": -0.0042}